Here is 19 unconnected molecules or ions with the total composition C13H55F10N2O21S3 in a non-equilibrium geometry from OMol25. Energies are from ωB97M-V with the def2-TZVPD basis set.

Geometry as XYZ:
```
104
C13H55F10N2O21S3 ωB97M-V with the def2-TZVPD basis set
O -1.36 -1.50 1.63
S 0.00 -1.78 0.97
O 0.30 -3.31 1.22
C 1.46 -0.82 1.56
C 2.36 -0.29 0.25
N 3.73 -0.01 0.81
C 4.80 0.16 -0.23
C 4.88 1.62 -0.96
C 3.73 1.90 -2.09
S 3.21 3.73 -2.03
C 3.73 1.02 1.90
C 2.59 0.87 3.05
N 1.25 0.29 2.55
S 0.61 -0.47 4.04
C 0.23 1.33 2.18
C 0.83 2.71 1.52
O 1.11 3.78 2.54
C -0.42 3.35 0.61
F -1.60 3.74 1.44
F -0.75 2.52 -0.57
F 0.13 4.64 0.06
C -0.32 -1.67 -0.92
F 0.67 -2.56 -1.64
F -0.32 -0.28 -1.43
C -1.81 -2.30 -1.33
F -1.59 -2.90 -2.70
F -2.21 -3.45 -0.47
C -2.96 -1.15 -1.53
F -4.28 -1.89 -1.57
F -3.09 -0.18 -0.42
F -2.87 -0.48 -2.88
H 2.19 -1.60 2.10
H 1.81 0.63 -0.23
H 2.48 -1.10 -0.58
H 5.87 -0.08 0.23
H 4.61 -0.66 -1.07
H 5.92 1.64 -1.54
H 4.90 2.55 -0.25
H 4.24 1.77 -3.16
H 2.82 1.16 -2.09
H 3.40 4.26 -0.74
H 3.70 2.14 1.53
H 4.78 0.92 2.46
H 2.41 1.84 3.70
H 2.98 0.06 3.82
H -0.81 -0.34 4.00
H -0.63 0.98 1.47
H -0.30 1.66 3.20
H 1.71 2.56 0.76
H 1.96 4.21 2.17
O -5.56 0.21 -4.42
H -4.61 0.15 -4.27
H -5.91 -0.62 -4.05
O 7.67 0.07 1.52
H 8.45 -0.48 1.36
H 7.46 -0.07 2.45
O -3.53 5.69 0.02
H -3.99 5.07 -0.56
H -2.60 5.40 -0.01
O -3.66 5.85 -3.09
H -3.72 6.25 -2.21
H -4.59 5.76 -3.37
O -5.90 4.28 1.14
H -6.61 4.35 0.48
H -5.26 4.95 0.87
O 0.92 -6.43 0.77
H 0.91 -5.46 0.85
H 0.29 -6.61 0.05
O -1.96 -0.52 -5.90
H -1.17 -1.07 -6.05
H -2.16 -0.66 -4.97
O -5.42 -0.39 -7.65
H -5.43 -0.20 -6.70
H -6.11 0.18 -8.01
O 2.28 6.65 -1.75
H 1.39 6.66 -1.37
H 2.49 7.58 -1.91
O -7.12 2.11 -2.16
H -6.63 1.38 -2.58
H -8.05 1.83 -2.21
O -7.00 -1.20 -1.92
H -6.05 -1.26 -1.77
H -7.34 -2.03 -1.55
O 0.12 -0.08 6.76
H 0.13 0.73 7.28
H -0.65 -0.56 7.11
O -1.99 -4.84 2.29
H -2.70 -4.76 1.64
H -1.35 -4.16 2.03
O 0.52 -9.79 1.29
H -0.37 -9.77 1.67
H 0.73 -8.86 1.13
O 4.39 3.74 -5.01
H 3.69 3.82 -5.67
H 5.03 4.42 -5.28
O 1.85 -12.00 -0.20
H 1.87 -11.18 0.32
H 1.08 -12.48 0.15
O 3.75 -3.27 1.41
H 4.24 -4.00 1.00
H 2.83 -3.55 1.36
O -0.43 0.22 9.19
H 0.35 -0.33 9.04
H -0.64 0.07 10.13
```

**Net charge**: +1
**Frontier orbital gap**: 6.59 eV
**Energy above the lowest of the compared OMol25 structures with the same formula, charge and spin**: 1121.2 kJ/mol
**HOMO level**: -0.413 Eh

Mulliken atomic charge list, values in e, 6 entries:
1. O -0.5652
2. S 1.2228
3. O -0.5323
4. C -0.9505
5. C -0.6594
6. N 0.2689

Here is a molecular structure, C34H16BrCl5CoN6OSe from OMol25. Energies are from ωB97M-V with the def2-TZVPD basis set.

Geometry as XYZ:
```
65
C34H16BrCl5CoN6OSe ωB97M-V with the def2-TZVPD basis set
Co -0.89 0.51 0.28
Br -4.93 -4.42 -2.97
C -4.17 -2.96 -2.04
C -5.06 -2.15 -1.25
C -4.57 -1.10 -0.56
C -3.15 -0.79 -0.54
O -2.76 0.00 0.34
C -2.27 -1.53 -1.49
C -0.98 -1.20 -1.81
N 0.65 0.40 -0.76
C 1.92 0.01 -1.14
C 2.39 0.04 -2.44
C 3.71 -0.33 -2.74
C 4.59 -0.69 -1.77
C 4.16 -0.71 -0.42
C 5.02 -1.07 0.65
C 4.53 -1.08 1.92
C 3.18 -0.75 2.14
N 2.36 -0.41 1.18
C 2.83 -0.37 -0.09
C -2.87 -2.68 -2.14
H -6.11 -2.39 -1.22
H -5.19 -0.49 0.08
H -0.33 -3.12 -2.55
H 1.74 0.36 -3.24
H 4.03 -0.30 -3.78
H 5.62 -0.96 -2.00
H 6.05 -1.32 0.44
H 5.16 -1.35 2.76
H 2.76 -0.77 3.14
H -2.26 -3.28 -2.80
Cl 0.20 3.13 2.26
C -0.05 1.57 2.99
C -0.49 0.52 2.19
C -0.52 -0.72 2.81
Cl -0.88 -2.11 1.82
C -0.21 -0.93 4.15
Cl -0.27 -2.50 4.85
C 0.17 0.17 4.93
Cl 0.55 -0.05 6.59
C 0.27 1.42 4.34
Cl 0.78 2.77 5.28
Se -1.74 3.36 -6.76
N -2.03 4.08 -5.16
C -1.70 3.18 -4.28
C -1.80 3.38 -2.84
C -2.34 4.52 -2.26
C -2.47 4.56 -0.89
C -2.07 3.46 -0.14
N -1.52 2.38 -0.68
C -1.39 2.33 -2.02
C -0.88 1.09 -2.58
N -0.49 0.13 -1.60
C -0.06 -2.06 -2.59
C 0.01 -1.59 -4.02
C -0.35 -0.41 -4.54
C -0.83 0.82 -3.91
C -1.25 1.90 -4.80
N -1.22 1.80 -6.10
H -2.65 5.34 -2.89
H -2.90 5.42 -0.39
H -2.18 3.45 0.94
H 0.93 -1.98 -2.14
H 0.41 -2.33 -4.71
H -0.24 -0.31 -5.61
```

**Net charge**: 0
**Frontier orbital gap (alpha / beta)**: 5.55 / 5.43 eV
**Spin multiplicity**: 2
**Energy above the lowest of the compared OMol25 structures with the same formula, charge and spin**: 442.8 kJ/mol
**HOMO level (alpha / beta)**: -0.270 / -0.267 Eh

Mulliken atomic charge list, values in e, 6 entries:
1. Co -0.2636
2. Br -0.1792
3. C -0.3711
4. C -0.4569
5. C -0.9176
6. C 1.0596

Here is a molecular structure, C28H44BrMoN3P2 in a non-equilibrium geometry from OMol25. Energies are from ωB97M-V with the def2-TZVPD basis set.

Geometry as XYZ:
```
79
C28H44BrMoN3P2 ωB97M-V with the def2-TZVPD basis set
C -4.54 0.46 -0.11
C -3.60 0.76 -1.11
C -4.10 1.18 -2.35
C -5.48 0.98 -2.60
N -6.33 0.54 -1.68
C -5.88 0.30 -0.45
C -2.22 0.37 -0.72
C -1.90 -0.72 0.06
C -2.11 -2.07 0.44
C -2.41 -2.28 1.80
C -2.18 -3.55 2.29
C -1.31 -4.37 1.55
C -1.20 -4.28 0.16
C -1.70 -3.13 -0.42
Mo -0.21 0.05 -0.54
P 0.43 1.91 0.79
H -3.51 1.65 -3.13
H -4.24 0.30 0.92
H -5.92 1.16 -3.58
H -6.60 -0.05 0.29
H -1.60 -2.98 -1.51
H -2.66 -1.41 2.43
H -0.69 -5.04 -0.42
H -2.65 -3.87 3.22
C 2.25 1.78 1.15
C 2.97 3.09 0.90
H 2.72 0.96 0.60
H 2.33 1.48 2.21
H 4.04 2.97 1.10
H 2.85 3.43 -0.13
H 2.59 3.86 1.58
C -0.19 3.29 -0.27
C -1.52 3.92 0.19
H -0.33 2.88 -1.29
H 0.62 4.03 -0.32
H -1.89 4.58 -0.61
H -2.29 3.17 0.38
H -1.39 4.54 1.09
C -0.20 2.25 2.48
C 0.48 3.48 3.07
H -0.02 1.35 3.09
H -1.29 2.38 2.41
H -0.03 3.77 4.00
H 1.53 3.28 3.33
H 0.45 4.34 2.39
Br -0.38 -5.68 2.41
P 1.46 -0.49 -2.27
C 2.41 1.16 -2.13
C 3.65 1.40 -2.99
H 2.72 1.23 -1.08
H 1.68 1.97 -2.28
H 4.05 2.39 -2.75
H 4.43 0.66 -2.78
H 3.41 1.38 -4.05
C 2.51 -1.89 -1.62
C 2.98 -2.97 -2.60
H 1.93 -2.36 -0.81
H 3.39 -1.43 -1.13
H 3.54 -3.74 -2.05
H 2.13 -3.46 -3.09
H 3.64 -2.55 -3.36
C -0.25 -0.85 -2.76
C -0.78 -0.65 -4.21
H -0.90 -0.04 -2.28
H -0.57 -1.84 -2.40
H -1.85 -0.91 -4.24
H -0.68 0.41 -4.49
H -0.23 -1.28 -4.90
C 1.12 -1.53 4.23
N 1.66 -1.95 2.91
C 2.97 -2.62 2.92
C 1.16 -1.49 1.81
N 0.84 -0.93 0.81
H 1.82 -1.89 5.00
H 0.13 -1.96 4.40
H 1.05 -0.43 4.30
H 2.97 -3.46 2.21
H 3.79 -1.94 2.63
H 3.16 -3.00 3.93
```

**Net charge**: +4
**Frontier orbital gap (alpha / beta)**: 5.37 / 3.51 eV
**Spin multiplicity**: 3
**HOMO level (alpha / beta)**: -0.683 / -0.682 Eh

Mulliken atomic charge list, values in e, 6 entries:
1. C -0.1902
2. C 0.7733
3. C -0.0243
4. C -0.6365
5. N 0.1207
6. C -0.6401

Here is a molecular structure, C8H9N2O5SSm in a non-equilibrium geometry from OMol25. Energies are from ωB97M-V with the def2-TZVPD basis set.

Geometry as XYZ:
```
26
C8H9N2O5SSm ωB97M-V with the def2-TZVPD basis set
O -5.27 -2.39 -5.80
C -4.29 -2.36 -5.21
Sm -1.36 -0.85 -2.14
C 0.45 -0.85 -1.22
O 1.49 -0.99 -0.64
C -1.97 1.14 -0.91
O -2.30 2.04 -0.26
C -2.53 -1.76 -0.69
O -3.13 -2.36 0.14
C -0.83 0.69 -3.45
O -0.57 1.41 -4.35
H -3.14 -0.29 -2.70
C 2.34 1.88 1.27
N 0.97 1.28 1.06
C 0.59 0.17 1.56
S -1.07 -0.42 1.09
N 1.09 -0.68 2.35
C 2.39 -0.53 3.10
H 2.45 2.09 2.34
H 2.45 2.82 0.73
H 3.08 1.18 0.91
H 0.42 1.88 0.39
H 0.63 -1.59 2.63
H 2.33 0.37 3.71
H 2.58 -1.38 3.75
H 3.20 -0.47 2.37
```

**Net charge**: +2
**Frontier orbital gap (alpha / beta)**: 6.31 / 6.65 eV
**Spin multiplicity**: 6
**HOMO level (alpha / beta)**: -0.603 / -0.606 Eh

Mulliken atomic charge list, values in e, 6 entries:
1. O -0.1299
2. C 0.1425
3. Sm 0.2566
4. C 0.5132
5. O -0.2405
6. C 0.4357

Here is a molecular structure, C29H42BrClN2O3OsS2Si from OMol25. Energies are from ωB97M-V with the def2-TZVPD basis set.

Geometry as XYZ:
```
82
C29H42BrClN2O3OsS2Si ωB97M-V with the def2-TZVPD basis set
Os -2.15 0.75 -1.31
S -1.46 2.51 -0.03
C -2.47 3.83 -0.53
C -2.30 5.12 0.00
C -3.13 6.14 -0.40
C -4.15 5.92 -1.32
C -4.34 4.66 -1.84
C -3.50 3.61 -1.43
S -3.74 2.00 -2.07
H -1.50 5.29 0.71
H -2.98 7.14 0.01
H -4.80 6.73 -1.62
H -5.14 4.46 -2.55
C 3.02 0.74 4.27
C 1.94 0.34 3.25
C 0.97 -0.63 3.94
C 1.12 1.59 2.90
Si 2.74 -0.46 1.71
Br 1.13 -0.37 0.09
C 4.18 0.57 0.96
C 5.48 0.33 1.75
C 3.86 2.08 1.02
C 4.44 0.25 -0.52
C 3.15 -2.32 1.89
C 4.00 -2.57 3.15
C 3.93 -2.85 0.68
C 1.88 -3.19 1.99
H 2.53 1.12 5.18
H 3.66 1.54 3.90
H 3.65 -0.09 4.57
H 0.47 -0.10 4.76
H 1.46 -1.50 4.37
H 0.19 -0.97 3.25
H 0.72 2.02 3.83
H 0.27 1.35 2.26
H 1.70 2.37 2.41
H 5.37 0.54 2.81
H 6.26 1.00 1.36
H 5.84 -0.69 1.64
H 3.80 2.46 2.04
H 2.92 2.31 0.51
H 4.66 2.63 0.51
H 4.70 -0.79 -0.69
H 5.28 0.86 -0.87
H 3.57 0.49 -1.14
H 4.92 -1.98 3.16
H 4.29 -3.62 3.19
H 3.46 -2.35 4.07
H 4.92 -2.40 0.60
H 3.39 -2.68 -0.25
H 4.07 -3.93 0.79
H 1.24 -2.93 2.82
H 2.18 -4.23 2.12
H 1.29 -3.13 1.07
O -4.42 -4.30 -4.30
C -5.16 -3.52 -3.50
C -6.48 -3.90 -3.25
C -7.29 -3.14 -2.44
C -6.81 -1.97 -1.85
C -5.51 -1.59 -2.08
C -4.66 -2.35 -2.89
C -3.26 -1.93 -3.11
O -2.54 -2.51 -3.96
O -2.80 -0.92 -2.49
H -3.54 -3.86 -4.37
H -6.85 -4.81 -3.72
H -8.32 -3.45 -2.27
H -7.46 -1.36 -1.23
H -5.12 -0.68 -1.65
Cl -2.45 -0.08 1.94
C -2.58 -0.53 0.22
H -3.51 -1.07 0.09
H -1.74 -1.22 0.01
N -0.52 -0.32 -3.63
C 0.60 -0.15 -4.31
C 1.26 0.95 -3.78
C 0.46 1.39 -2.75
N -0.63 0.60 -2.65
H -1.28 -1.02 -3.72
H 0.85 -0.80 -5.13
H 2.20 1.37 -4.11
H 0.58 2.20 -2.05
```

**Net charge**: 0
**Frontier orbital gap**: 6.65 eV
**Energy above the lowest of the compared OMol25 structures with the same formula, charge and spin**: 0.0 kJ/mol
**HOMO level**: -0.280 Eh

Mulliken atomic charge list, values in e, 6 entries:
1. Os 2.4158
2. S -0.0598
3. C 0.0614
4. C -0.6904
5. C -0.5545
6. C -0.5630

Here is a gas-phase ion, C10H23OS (charge +1) in a non-equilibrium geometry from OMol25. Energies are from ωB97M-V with the def2-TZVPD basis set.

Geometry as XYZ:
```
35
C10H23OS ωB97M-V with the def2-TZVPD basis set
C 0.30 2.58 0.52
C -0.60 2.64 -0.73
C -2.06 2.25 -0.45
C -2.52 0.79 -0.69
C -1.51 -0.30 -1.09
C -1.69 -1.62 -0.32
C -1.60 -1.49 1.21
S -0.14 -2.21 1.98
C 1.28 -1.16 1.39
O 2.31 -1.97 0.99
C 2.77 -1.76 -0.35
C 3.82 -0.66 -0.44
H 1.25 2.11 0.32
H -0.20 2.09 1.35
H 0.54 3.59 0.84
H -0.61 3.68 -1.05
H -0.17 2.08 -1.55
H -2.68 2.89 -1.07
H -2.29 2.53 0.57
H -3.28 0.81 -1.46
H -3.05 0.44 0.19
H -0.46 -0.01 -1.04
H -1.68 -0.56 -2.13
H -0.89 -2.28 -0.64
H -2.61 -2.11 -0.62
H -1.67 -0.47 1.56
H -2.43 -2.03 1.67
H 0.06 -3.37 1.33
H 0.88 -0.54 0.60
H 1.53 -0.53 2.25
H 3.21 -2.69 -0.67
H 1.95 -1.56 -1.03
H 3.80 -0.22 -1.43
H 4.81 -1.09 -0.30
H 3.65 0.13 0.28
```

**Net charge**: +1
**Frontier orbital gap**: 10.86 eV
**Energy above the lowest of the compared OMol25 structures with the same formula, charge and spin**: 0.0 kJ/mol
**HOMO level**: -0.514 Eh

Mulliken atomic charge list, values in e, 6 entries:
1. C -0.9884
2. C -0.5308
3. C -0.8556
4. C -0.6524
5. C -0.3285
6. C -0.8453

Here is 2 unconnected molecules or ions with the total composition C6H14N2O2 in a non-equilibrium geometry from OMol25. Energies are from ωB97M-V with the def2-TZVPD basis set.

Geometry as XYZ:
```
24
C6H14N2O2 ωB97M-V with the def2-TZVPD basis set
O -5.58 -1.69 -3.00
C -5.43 -1.19 -1.94
N -4.39 -0.49 -1.51
C -1.94 -0.62 -1.50
C -3.15 -0.10 -2.21
H -6.29 -1.27 -1.23
H -4.47 -0.09 -0.57
H -2.05 -0.42 -0.42
H -1.02 -0.13 -1.86
H -1.84 -1.71 -1.66
H -3.09 1.00 -2.32
H -3.16 -0.54 -3.23
O 3.34 2.54 -0.09
C 2.76 1.50 0.13
N 3.00 0.72 1.16
C 4.20 -0.39 3.03
C 3.85 0.96 2.28
H 2.09 1.02 -0.63
H 2.38 -0.08 1.28
H 4.98 -0.90 2.45
H 3.28 -1.00 3.01
H 4.54 -0.30 4.08
H 3.29 1.67 2.92
H 4.71 1.51 1.84
```

**Net charge**: 0
**Frontier orbital gap**: 10.27 eV
**SMILES**: CCNC=O.CCNC=O
**Energy above the lowest of the compared OMol25 structures with the same formula, charge and spin**: 147.5 kJ/mol
**HOMO level**: -0.360 Eh

Mulliken atomic charge list, values in e, 6 entries:
1. O -0.5337
2. C -0.0299
3. N -0.1057
4. C -0.9697
5. C -0.3347
6. H 0.3236

Here is C4H16Si4 in the gas phase in a non-equilibrium geometry from OMol25. Energies are from ωB97M-V with the def2-TZVPD basis set.

Geometry as XYZ:
```
24
C4H16Si4 ωB97M-V with the def2-TZVPD basis set
C 1.05 2.37 -1.27
C 0.23 1.75 1.51
C 1.95 -1.91 -1.47
C 0.72 -2.23 1.05
Si -2.18 0.72 -0.48
Si -3.25 -0.75 0.75
Si 0.10 1.06 -0.29
Si 1.44 -0.80 0.00
H 0.99 3.28 -0.70
H 2.17 2.18 -1.40
H 0.67 2.42 -2.26
H -0.38 1.39 2.37
H 1.35 1.56 1.89
H 0.00 2.75 1.56
H 2.03 -1.29 -2.39
H 2.95 -2.36 -1.41
H 1.19 -2.70 -1.68
H 1.51 -2.97 1.49
H 0.21 -1.64 1.84
H -0.19 -2.69 0.65
H -2.26 0.38 -1.99
H -3.01 1.85 -0.60
H -4.51 -0.42 1.40
H -2.79 -1.97 1.43
```

**Net charge**: 0
**Frontier orbital gap (alpha / beta)**: 6.47 / 6.24 eV
**Energy above the lowest of the compared OMol25 structures with the same formula, charge and spin**: 129.9 kJ/mol
**HOMO level (alpha / beta)**: -0.271 / -0.267 Eh

Mulliken atomic charge list, values in e, 6 entries:
1. C -1.1305
2. C -1.3405
3. C -1.0361
4. C -1.0115
5. Si 0.3253
6. Si 0.1584